[1]
56
Properties=species:S:1:pos:R:3 method="wB97M-V/def2-TZVPD" spin_multiplicity=2 e_above_lowest_kcal_mol=90.9 total_charge=-2 homo_lumo_gap_ev="3.32 / 5.36" e_tot_ha=-2023.24935
Hg 1.036 0.276 1.343
C 0.692 -4.406 2.121
C -0.005 -3.071 1.966
C -0.747 -2.915 0.659
C -2.196 -1.131 1.269
C -1.784 -0.621 2.434
C -0.440 -0.773 2.945
C 0.156 -2.099 2.879
H 0.799 -4.665 3.175
H 1.693 -4.410 1.672
H 0.127 -5.205 1.633
H -1.560 -3.649 0.591
H -3.212 -1.062 0.895
H -2.515 -0.069 3.024
H -0.261 -0.267 3.887
H 0.838 -2.333 3.697
N 2.788 1.570 -1.094
C 3.619 0.499 -0.526
C 3.047 -0.876 -0.859
O 3.669 -1.565 -1.702
N 1.912 -1.245 -0.247
C 1.533 -2.563 -0.744
C 0.220 -3.274 -0.472
O -0.010 -4.285 -1.112
O -1.272 -1.632 0.368
H 2.998 1.673 -2.082
H 2.981 2.445 -0.618
H 3.647 0.642 0.554
H 4.646 0.521 -0.903
H 2.263 -3.312 -0.393
H 1.649 -2.596 -1.832
O 2.803 3.968 3.244
S 1.739 3.022 2.700
N 2.399 1.704 2.122
C -1.070 0.714 -3.636
C -0.617 0.208 -2.269
P -0.972 1.260 -0.795
C -2.827 1.284 -0.897
C -3.473 2.040 0.264
C -0.593 2.959 -1.438
C -0.365 3.966 -0.311
H -0.808 -0.008 -4.415
H -0.589 1.660 -3.891
H -2.151 0.867 -3.679
H 0.460 0.040 -2.255
H -1.074 -0.759 -2.043
H -3.134 0.235 -0.875
H -3.151 1.707 -1.853
H -3.041 1.715 1.212
H -4.553 1.867 0.301
H -3.312 3.115 0.171
H -1.391 3.289 -2.113
H 0.323 2.868 -2.024
H -1.257 4.089 0.307
H -0.096 4.948 -0.709
H 0.439 3.638 0.354

[2]
9
Properties=species:S:1:pos:R:3 method="wB97M-V/def2-TZVPD" e_above_lowest_kcal_mol=138.2 total_charge=0 homo_lumo_gap_ev="7.75 / 8.98" e_tot_ha=-1587.75315
C 0.193 -0.511 0.264
C 2.161 0.939 -1.270
N -0.799 0.434 0.369
O 0.197 0.187 1.413
Cl 3.477 -0.136 -1.549
Cl 1.275 1.375 -2.686
Cl 2.480 2.233 -0.185
H 0.124 -1.574 0.168
H -0.591 1.321 -0.099

[3]
180
Properties=species:S:1:pos:R:3 method="wB97M-V/def2-TZVPD" spin_multiplicity=3 total_charge=0 homo_lumo_gap_ev="7.80 / 7.71" e_tot_ha=-3632.18807
Pd -19.555 1.326 11.668
Cl -21.936 1.455 12.681
C -15.531 0.560 9.447
C -16.380 0.369 10.709
O -17.539 1.121 10.685
H -14.545 0.125 9.607
H -15.435 1.579 9.070
H -16.028 -0.013 8.664
H -15.766 0.610 11.577
H -16.597 -0.660 10.998
C -27.488 0.820 19.029
C -26.226 0.479 18.217
C -25.929 1.711 17.279
O -27.047 1.953 16.513
C -26.758 3.018 15.565
N -24.996 0.136 18.937
H -28.407 0.822 18.444
H -27.397 1.749 19.593
H -27.667 -0.001 19.723
H -26.466 -0.369 17.576
H -25.098 1.425 16.635
H -25.699 2.604 17.861
H -26.089 2.775 14.739
H -26.444 3.922 16.087
H -27.662 3.411 15.100
H -25.085 -0.667 19.543
H -24.310 -0.137 18.249
C -22.672 -2.285 10.076
C -22.206 -3.532 10.932
C -22.572 -4.877 10.272
O -23.954 -5.063 10.466
C -24.488 -6.303 10.009
N -20.794 -3.361 11.086
H -23.729 -2.405 9.837
H -22.109 -2.324 9.144
H -22.406 -1.333 10.536
H -22.614 -3.503 11.942
H -22.027 -5.670 10.784
H -22.359 -4.778 9.207
H -25.493 -6.486 10.388
H -23.849 -7.104 10.382
H -24.362 -6.250 8.927
H -20.395 -3.081 10.202
H -20.373 -4.277 11.156
C -24.333 -2.181 13.767
C -24.381 -1.124 14.900
C -23.037 -0.950 15.622
O -23.038 0.079 16.610
C -21.773 0.605 16.805
N -24.838 0.132 14.438
H -23.967 -3.108 14.209
H -23.518 -1.913 13.094
H -25.272 -2.214 13.215
H -25.110 -1.517 15.609
H -22.250 -0.765 14.891
H -22.680 -1.921 15.966
H -21.268 0.926 15.894
H -21.116 -0.051 17.375
H -21.828 1.517 17.399
H -24.294 0.472 13.658
H -24.550 0.783 15.155
C -25.462 5.289 12.352
C -24.145 5.695 11.691
C -23.749 7.190 11.602
O -22.538 7.321 10.775
C -22.255 8.615 10.370
N -23.036 4.946 12.380
H -26.181 5.991 11.928
H -25.473 5.432 13.433
H -25.684 4.254 12.095
H -24.325 5.318 10.684
H -23.496 7.643 12.561
H -24.640 7.729 11.281
H -22.297 9.235 11.266
H -23.030 8.979 9.697
H -21.324 8.749 9.818
H -23.228 3.955 12.421
H -22.255 4.973 11.740
C -18.098 7.099 11.748
C -18.944 6.572 12.900
C -19.038 7.581 14.072
O -17.771 7.874 14.676
C -17.259 6.879 15.611
N -20.237 6.151 12.434
H -18.377 8.115 11.468
H -18.115 6.454 10.870
H -17.081 7.275 12.098
H -18.421 5.693 13.277
H -19.768 7.227 14.800
H -19.411 8.562 13.778
H -16.538 7.395 16.246
H -16.670 6.085 15.153
H -17.979 6.454 16.311
H -20.824 6.878 12.052
H -20.747 5.720 13.193
C -22.226 5.261 4.879
C -23.571 4.762 5.273
C -24.068 5.443 6.559
O -23.296 4.946 7.720
C -23.844 3.702 8.275
N -24.346 4.917 4.090
H -22.129 6.252 4.435
H -21.595 4.590 4.296
H -21.624 5.269 5.787
H -23.518 3.697 5.499
H -25.106 5.154 6.725
H -24.073 6.532 6.517
H -23.857 2.828 7.624
H -24.853 3.897 8.638
H -23.225 3.446 9.135
H -25.294 5.159 4.339
H -24.343 4.082 3.521
C -20.308 4.856 9.269
C -20.426 3.456 9.918
C -20.041 2.385 8.913
O -20.351 1.140 9.614
C -20.419 0.089 8.682
N -19.527 3.529 11.045
H -20.648 5.701 9.869
H -20.779 4.888 8.286
H -19.262 5.013 9.004
H -21.434 3.233 10.266
H -18.981 2.498 8.688
H -20.483 2.480 7.921
H -19.494 -0.013 8.114
H -21.276 0.193 8.018
H -20.496 -0.843 9.243
H -19.687 4.409 11.515
H -18.581 3.743 10.763
C -18.716 -2.403 13.964
C -19.129 -0.985 13.553
C -18.209 0.158 13.998
O -18.638 1.528 13.558
C -18.050 2.626 14.193
N -19.398 -0.954 12.146
H -17.641 -2.563 14.054
H -19.157 -3.148 13.302
H -19.143 -2.628 14.941
H -20.075 -0.767 14.048
H -17.210 -0.037 13.610
H -18.158 0.202 15.086
H -18.446 2.671 15.208
H -18.310 3.528 13.638
H -16.964 2.536 14.196
H -18.583 -1.185 11.595
H -20.084 -1.661 11.925
C -28.921 -0.158 9.927
C -28.152 0.300 11.173
C -27.304 1.579 10.906
O -26.286 1.548 9.931
C -25.266 0.591 10.096
N -29.195 0.595 12.204
H -28.104 -0.504 9.294
H -29.449 0.673 9.459
H -29.688 -0.926 10.027
H -27.476 -0.498 11.480
H -26.891 1.873 11.871
H -28.039 2.300 10.546
H -24.605 0.800 10.937
H -24.573 0.476 9.263
H -25.696 -0.405 10.200
H -29.802 -0.210 12.272
H -28.692 0.662 13.077
C -21.044 4.886 17.200
C -22.145 4.843 16.053
C -23.196 5.928 16.185
O -23.608 6.244 17.488
C -24.533 5.320 18.058
N -21.484 4.882 14.766
H -20.554 5.857 17.124
H -20.376 4.025 17.164
H -21.537 4.808 18.169
H -22.570 3.841 16.108
H -23.954 5.666 15.447
H -22.843 6.913 15.878
H -24.859 5.644 19.047
H -24.154 4.298 18.076
H -25.427 5.377 17.439
H -22.176 5.177 14.092
H -21.401 3.935 14.425

[4]
12
Properties=species:S:1:pos:R:3 method="wB97M-V/def2-TZVPD" e_above_lowest_kcal_mol=82.8 total_charge=0 homo_lumo_gap_ev=8.98 e_tot_ha=-248.39449
C 1.070 0.726 1.428
C -0.842 0.930 -0.937
N -0.597 -0.324 -1.307
C -1.103 -1.440 -0.575
O -1.639 -1.363 0.488
H 1.607 1.658 1.614
H 1.684 0.069 0.803
H 0.845 0.226 2.372
H -0.229 1.560 -1.612
H 0.123 0.946 0.924
H -0.005 -0.594 -2.095
H -0.913 -2.394 -1.103

[5]
42
Properties=species:S:1:pos:R:3 method="wB97M-V/def2-TZVPD" e_above_lowest_kcal_mol=0.0 total_charge=-1 homo_lumo_gap_ev=6.69 e_tot_ha=-1262.39213
C 0.961 -0.212 -0.755
C -0.047 0.475 -1.637
F 0.481 1.738 -2.064
Al -1.828 0.635 -0.619
O -3.279 0.185 -1.635
H 0.860 0.091 0.279
H 1.990 -0.045 -1.072
H 0.729 -1.270 -0.787
H -0.167 -0.113 -2.547
H -1.771 -0.356 0.667
H -1.917 2.139 -0.055
H -3.326 -0.782 -1.657
O -2.945 -2.777 -3.859
H -3.651 -2.336 -4.345
H -2.377 -2.056 -3.562
O 2.192 1.242 2.244
H 2.532 1.357 3.138
H 2.841 1.691 1.690
O -2.390 -4.312 -1.649
H -2.692 -5.056 -1.118
H -2.801 -4.429 -2.513
O 2.208 4.225 3.285
H 1.552 4.001 2.612
H 1.762 4.037 4.118
O 4.526 0.185 0.907
H 5.463 0.000 0.774
H 4.210 -0.522 1.480
O 6.890 1.520 1.919
H 7.352 2.140 2.491
H 5.993 1.868 1.845
O -0.508 0.517 3.307
H -0.455 0.513 4.269
H 0.392 0.704 3.008
O -4.267 -2.225 1.320
H -3.996 -2.301 0.399
H -3.872 -1.384 1.585
O -5.761 -3.901 -2.648
H -5.705 -3.879 -1.687
H -4.858 -3.728 -2.939
O 1.718 4.462 -1.244
H 1.304 3.650 -1.570
H 2.659 4.309 -1.373

[6]
17
Properties=species:S:1:pos:R:3 method="wB97M-V/def2-TZVPD" e_above_lowest_kcal_mol=59.8 total_charge=0 homo_lumo_gap_ev=10.33 e_tot_ha=-346.93016 smiles=CO[C@H]1C[C@H]1CO
C 2.312 0.646 -0.078
O 0.909 0.662 0.041
C 0.369 -0.561 0.469
C -0.620 -0.535 1.596
C -1.081 -0.776 0.176
C -1.806 0.320 -0.570
O -1.500 0.294 -1.949
H 2.629 0.071 -0.960
H 2.799 0.220 0.811
H 2.632 1.683 -0.195
H 1.053 -1.404 0.378
H -0.650 -1.350 2.314
H -0.831 0.447 2.012
H -1.371 -1.787 -0.099
H -2.890 0.193 -0.490
H -1.550 1.293 -0.127
H -0.552 0.478 -2.005

[7]
77
Properties=species:S:1:pos:R:3 method="wB97M-V/def2-TZVPD" e_above_lowest_kcal_mol=75.9 total_charge=+1 homo_lumo_gap_ev=7.69 e_tot_ha=-1805.66513
C -0.051 -4.373 -2.068
C -0.946 -4.320 -0.747
C -0.641 -2.936 0.036
C 0.097 -3.188 1.440
N -1.878 -2.103 0.200
C -1.965 -0.831 -0.382
C -0.798 -0.173 -1.199
C -0.766 1.413 -1.128
C -0.424 1.892 0.352
C 1.065 2.479 0.352
C 2.175 1.371 0.223
C 2.393 0.579 1.579
C 3.746 -0.237 1.642
C 3.609 -1.462 2.661
O 4.463 -2.585 2.310
C 5.778 -2.077 2.289
C 6.616 -2.253 0.978
O 6.241 -1.521 3.256
C -3.195 -0.001 -0.276
C -4.388 -0.491 0.472
C -5.659 0.402 0.566
O -5.304 1.802 0.584
C -6.493 2.553 0.925
C -4.233 -1.830 1.094
C -2.981 -2.581 0.940
P -3.055 -4.247 1.860
N -4.501 -4.495 2.479
H 0.965 -3.906 -1.883
H 0.103 -5.453 -2.315
H -0.525 -3.770 -2.886
H -0.565 -5.129 -0.061
H -2.044 -4.385 -0.951
H 0.136 -2.442 -0.596
H -0.293 -2.397 2.153
H -0.188 -4.173 1.901
H 1.211 -3.135 1.353
H 0.226 -0.516 -0.895
H -0.980 -0.442 -2.285
H 0.122 1.718 -1.767
H -1.656 1.913 -1.590
H -0.372 0.952 0.984
H -1.140 2.637 0.782
H 1.156 3.144 -0.559
H 1.239 3.134 1.247
H 3.167 1.861 -0.025
H 1.996 0.632 -0.613
H 2.357 1.333 2.414
H 1.533 -0.147 1.709
H 4.072 -0.593 0.622
H 4.522 0.462 2.081
H 2.540 -1.815 2.554
H 3.760 -1.128 3.721
H 7.048 -1.245 0.727
H 7.435 -3.015 1.128
H 5.932 -2.643 0.171
H -3.307 0.998 -0.754
H -6.148 0.197 1.566
H -6.370 0.214 -0.287
H -6.468 3.566 0.437
H -6.614 2.683 2.038
H -7.410 2.005 0.551
H -5.110 -2.248 1.663
H -2.080 -4.275 2.895
H -2.837 -5.305 0.912
H -4.898 -5.348 2.065
O 2.642 3.037 -2.751
C 2.161 4.131 -2.862
O 1.510 4.774 -1.855
C 0.964 6.008 -2.350
C 1.785 6.343 -3.577
C 2.140 4.968 -4.116
H -0.092 5.851 -2.586
H 1.043 6.777 -1.582
H 1.254 6.972 -4.292
H 2.698 6.867 -3.281
H 1.370 4.583 -4.788
H 3.112 4.965 -4.605

[8]
44
Properties=species:S:1:pos:R:3 method="wB97M-V/def2-TZVPD" e_above_lowest_kcal_mol=0.0 total_charge=0 homo_lumo_gap_ev=10.67 e_tot_ha=-922.71333 smiles=CCCC.O.O.O.O.O.O.O.O.O.O
C -3.513 1.154 -2.924
C 0.064 0.046 -1.625
C -1.253 0.080 -2.451
C -2.045 1.368 -2.420
H -4.004 0.306 -2.393
H -3.415 0.801 -3.887
H -4.034 2.173 -2.814
H 0.109 -0.923 -1.061
H 0.318 0.812 -0.848
H 0.919 -0.030 -2.350
H -1.772 -0.901 -2.379
H -0.812 -0.205 -3.519
H -2.096 1.757 -1.362
H -1.623 2.168 -3.148
H -2.166 -3.711 1.467
H -1.439 -2.587 0.642
O -2.239 -2.812 1.059
H 1.312 -3.630 0.948
H 0.551 -2.390 1.469
O 0.696 -2.967 0.745
H 3.457 -0.830 -3.054
H 4.027 0.588 -3.311
O 3.434 -0.098 -3.663
H -1.671 -0.363 4.407
H -2.165 1.039 4.103
O -1.362 0.562 4.306
H 4.270 0.352 -0.156
H 3.228 1.502 -0.141
O 3.698 0.923 0.426
H -2.017 1.075 0.412
H -3.267 1.462 -0.196
O -2.814 1.556 0.650
H 1.701 -2.563 -0.713
H 1.521 -3.336 -1.906
O 2.137 -2.753 -1.554
H -0.222 1.745 2.183
H -0.597 0.305 1.632
O 0.108 0.950 1.659
H 1.795 -0.265 1.479
H 3.192 -0.478 2.184
O 2.349 -0.872 2.093
H -1.111 3.640 2.158
H 0.278 3.595 1.601
O -0.226 3.394 2.418